C10H18N2O3 as an isolated structure at a distorted geometry, computed with ωB97M-V/def2-TZVPD.

Values from the calculation:
- E: -19780.77335 eV
- Frontier orbital gap: 9.1207 eV
- Energy above the lowest of the compared OMol25 structures with the same formula, charge and spin: 117.9 kcal per mole
- HOMO energy: -0.3188 hartree
- Largest force on an atom: 5.940 eV/A

Geometry (Å):
C 0.5644 0.5386 1.1945
C 1.0684 0.4533 -0.3462
C 1.3262 1.6538 1.9579
C 1.2281 1.5750 3.4653
C 0.9960 3.0338 1.5392
C -1.3090 -0.2736 -0.9289
C -1.6265 -1.5470 0.0261
C -1.9381 -0.7119 -2.2890
C -0.9348 -0.3784 -3.3175
C 0.4181 -0.2711 -2.6172
H 0.6342 -1.5702 1.2897
H 1.0758 -0.7088 3.0678
H -0.5911 0.7884 1.0858
H 2.4061 1.4209 1.7019
H 1.9699 2.2323 4.0373
H 0.0802 1.7433 3.6375
H 1.6969 0.6684 3.7510
H 0.0248 3.4277 2.0237
H 1.8914 3.7487 1.7976
H 0.7326 3.4853 0.3074
H -1.8722 0.5958 -0.6072
H -2.9344 -0.2979 -2.4523
H -2.1037 -1.8870 -2.3360
H -1.3970 0.6592 -3.7856
H -0.9718 -0.9898 -4.2622
H 1.0328 -1.2338 -2.6052
H 1.1184 0.4790 -2.8736
H -1.1312 -3.5665 0.1849
N 1.0259 -0.6939 1.7467
N 0.1034 -0.0274 -1.2888
O 2.2245 0.7503 -0.5456
O -2.4404 -1.6264 0.8809
O -0.8246 -2.6715 -0.2444

These are the natural (NBO) partial charges, in e, on atoms 1 to 8: C -0.114; C 0.722; C -0.291; C -0.604; C -0.604; C -0.128; C 0.804; C -0.406